Run 1
Here is a cluster of 2 separate species, C3H13N3O in total from the OMol25 dataset. Energies are from ωB97M-V with the def2-TZVPD basis set.

## Properties
LUMO energy = 0.574 eV
HOMO = -7.74 eV
total charge = 0
2S+1 = 1
HOMO-LUMO gap = 8.3 eV
SMILES string = [NH3+]C[O-].NCCN

Element x y z (Å)
1 N -1.4316 1.6335 -0.4665
2 C -2.9422 1.4427 0.3761
3 O -3.5901 2.5097 0.2826
4 H -1.0788 2.5041 -0.0884
5 H -1.6608 1.7094 -1.4441
6 H -0.8144 0.8127 -0.2757
7 H -3.2739 0.5109 -0.1399
8 H -2.5334 1.1398 1.3745
9 N 3.2745 -0.8404 -0.3944
10 C 1.8256 -0.7775 -0.6168
11 C 1.0933 -1.0468 0.6817
12 N -0.3569 -0.8870 0.5126
13 H 3.4564 -1.7988 -0.0978
14 H 3.7732 -0.7636 -1.2770
15 H 1.4619 -1.4989 -1.3685
16 H 1.5691 0.2157 -0.9949
17 H 1.4618 -0.3352 1.4225
18 H 1.3385 -2.0514 1.0502
19 H -0.8058 -0.7940 1.4129
20 H -0.7663 -1.6848 0.0508

***

Run 2
Here is a structure of composition C3H13N3O from the OMol25 dataset. Energies are from ωB97M-V with the def2-TZVPD basis set.

## Properties
LUMO energy = 1.054 eV
HOMO = -9.04 eV
total charge = 0
2S+1 = 1
HOMO-LUMO gap = 10.1 eV

Element x y z (Å)
1 C -1.1724 -0.3856 -0.6846
2 C -1.3944 -1.4842 0.3721
3 N -1.4972 0.9616 -0.2637
4 N -0.3873 -1.4121 1.4271
5 H -0.6317 -2.0311 2.1920
6 H -0.8393 1.2863 0.4347
7 H -2.4267 0.9926 0.1435
8 H 0.5046 -1.7185 1.0555
9 H -1.8019 -0.6215 -1.5507
10 H -0.1272 -0.3990 -1.0041
11 H -2.3757 -1.3381 0.8331
12 H -1.4040 -2.4622 -0.1313
13 C 2.6406 0.9337 -0.2360
14 N 1.8449 0.2342 0.4396
15 O 1.1532 0.8776 1.4507
16 H 0.5071 0.1873 1.7400
17 H 0.3268 1.9599 -2.4608
18 H 2.8176 1.9934 -0.0726
19 H 1.0775 1.9965 -2.6693
20 H 3.1852 0.4293 -1.0154

***

Run 3
Here is a cluster of 2 separate species, C3H13N3O in total from the OMol25 dataset. Energies are from ωB97M-V with the def2-TZVPD basis set.

## Properties
LUMO energy = 0.925 eV
HOMO = -8.09 eV
total charge = 0
2S+1 = 1
HOMO-LUMO gap = 9.0 eV
SMILES string = CNCN.CON

Element x y z (Å)
1 C -0.6073 -2.0934 0.0537
2 N -0.6381 -0.8136 0.7242
3 C -1.8186 0.0187 0.3937
4 N -1.6789 1.3937 0.7632
5 H 0.2657 -2.6576 0.3868
6 H -0.5289 -1.9163 -1.0210
7 H -1.5050 -2.7102 0.2371
8 H -0.5663 -0.9323 1.7276
9 H -1.9310 -0.0327 -0.6932
10 H -2.7346 -0.3878 0.8634
11 H -1.5097 1.4722 1.7623
12 H -0.8753 1.8052 0.2742
13 C 2.1314 -0.0057 -0.4889
14 O 0.9855 0.7616 -0.2098
15 N 0.9507 2.1060 -0.8113
16 H 2.1310 -0.3777 -1.5183
17 H 3.0598 0.5721 -0.3075
18 H 2.0970 -0.8376 0.2020
19 H 0.9898 2.0180 -1.8271
20 H 1.7829 2.6172 -0.5111

***

Short version: run 1 is the most stable of them.

***

Run 1
Here is an isolated molecule of C5H4F4 from the OMol25 dataset. Energies are from ωB97M-V with the def2-TZVPD basis set.

## Properties
LUMO energy = 0.489 eV
HOMO = -9.11 eV
total charge = 0
2S+1 = 1
HOMO-LUMO gap = 9.6 eV
SMILES string = FC1=C(C(F)(F)F)CC1

Element x y z (Å)
1 F -0.0615 0.0553 3.0651
2 C -0.1763 -0.0964 1.7948
3 C -0.3036 -1.4629 0.9839
4 C -0.4410 -2.9167 1.1891
5 F -1.0965 -3.2930 2.3395
6 F -0.9929 -3.5400 0.1343
7 F 0.8067 -3.4894 1.2658
8 C -0.2997 -0.6253 -0.2973
9 C -0.1195 0.7563 0.5317
10 H 0.4831 -0.8610 -0.9498
11 H -1.1130 -0.5872 -0.8617
12 H -0.8559 1.3544 0.2653
13 H 0.7405 1.3238 0.3436

***

Run 2
Here is an isolated molecule of C5H4F4 from the OMol25 dataset. Energies are from ωB97M-V with the def2-TZVPD basis set.

## Properties
LUMO energy = 0.631 eV
HOMO = -10.39 eV
total charge = 0
2S+1 = 1
HOMO-LUMO gap = 11.0 eV
SMILES string = C=C1CC(F)(F)C1(F)F

Element x y z (Å)
1 C -0.7217 1.7409 0.7121
2 C -0.1382 0.6207 0.2226
3 C 0.4494 0.1949 -1.0826
4 C 0.4836 -1.2643 -0.7839
5 F -0.1939 -2.0747 -1.6712
6 F 1.7004 -1.7919 -0.5732
7 C -0.0888 -0.7530 0.9222
8 F 0.8001 -0.9550 1.9308
9 F -1.2928 -1.2315 1.3784
10 H -1.2808 1.7290 1.6324
11 H -0.8682 2.7315 0.3053
12 H -0.1999 0.4010 -1.8949
13 H 1.3510 0.6524 -1.0980

***

Short version: run 2 is the most stable of them.

***

Run 1
Here is an isolated molecule of C5H9F from the OMol25 dataset. Energies are from ωB97M-V with the def2-TZVPD basis set.

## Properties
LUMO energy = 1.112 eV
HOMO = -9.47 eV
total charge = 0
2S+1 = 1
HOMO-LUMO gap = 10.6 eV
SMILES string = FCCC1CC1

Element x y z (Å)
1 F 1.8992 0.5329 -1.0864
2 C 1.0730 1.1992 -0.1116
3 C -0.4068 0.8072 -0.7736
4 C -0.7117 -0.5500 -0.0655
5 C -0.5627 -0.7439 1.4986
6 C -1.6180 -1.4389 0.6208
7 H 1.3658 0.8721 1.0488
8 H 1.4106 2.2844 -0.2363
9 H -1.3325 1.3270 -0.4800
10 H -0.3537 0.7550 -1.9495
11 H -0.1216 -1.4783 -0.4171
12 H -1.0098 0.4158 1.8027
13 H 0.4919 -1.2240 1.7947
14 H -2.6291 -0.8195 0.8804
15 H -1.5567 -2.5698 0.3214

***

Run 2
Here is an isolated molecule of C5H9F from the OMol25 dataset. Energies are from ωB97M-V with the def2-TZVPD basis set.

## Properties
LUMO energy = 1.207 eV
HOMO = -9.91 eV
total charge = 0
2S+1 = 1
HOMO-LUMO gap = 11.1 eV
SMILES string = FCCC1CC1

Element x y z (Å)
1 F 0.0901 -1.5417 -2.0426
2 C -0.7633 -1.3742 -0.9933
3 C 0.0098 -1.0869 0.2138
4 C 0.7175 0.1554 0.1591
5 C -0.1552 1.4632 0.0214
6 C 0.7180 1.3048 1.1742
7 H -1.3705 -0.4988 -1.3240
8 H -1.5288 -2.2342 -0.9106
9 H -0.7164 -1.1885 1.0414
10 H 0.6472 -1.9654 0.3933
11 H 1.5760 0.1940 -0.5410
12 H -1.2883 1.2765 0.2539
13 H 0.0289 2.2118 -0.7462
14 H 0.3464 1.4075 2.2353
15 H 1.6885 1.8764 1.0651

***

Short version: run 2 is the most stable of them.

***

Run 1
Here is an isolated molecule of C5H9F from the OMol25 dataset. Energies are from ωB97M-V with the def2-TZVPD basis set.

## Properties
LUMO energy = 1.161 eV
HOMO = -9.29 eV
total charge = 0
2S+1 = 1
HOMO-LUMO gap = 10.4 eV
SMILES string = CCC/C=C\F

Element x y z (Å)
1 C 1.7790 0.3720 -0.3695
2 C 0.7868 -0.7680 -0.3323
3 C -0.2658 -0.6478 0.7825
4 C -1.1437 0.6402 0.5548
5 C -2.2237 0.5603 -0.2392
6 F -2.7660 -0.6233 -0.4011
7 H 2.1618 0.4018 -1.3527
8 H 2.6111 0.3568 0.3134
9 H 1.3741 1.3773 -0.2633
10 H 1.4269 -1.6833 -0.1346
11 H 0.3217 -0.9205 -1.3128
12 H -0.8435 -1.5446 0.8598
13 H 0.2383 -0.4569 1.7852
14 H -0.6932 1.5966 0.8594
15 H -2.7638 1.3395 -0.7495

***

Run 2
Here is a cluster of 3 separate species, C5H9F in total from the OMol25 dataset. Energies are from ωB97M-V with the def2-TZVPD basis set.

## Properties
LUMO energy = 0.790 eV
HOMO = -10.16 eV
total charge = 0
2S+1 = 1
HOMO-LUMO gap = 10.9 eV

Element x y z (Å)
1 C 2.0755 0.9249 -1.2419
2 C 0.9847 0.4628 -0.2219
3 C -0.2415 0.3980 -0.3555
4 C -1.1184 0.0078 0.8965
5 C -1.6267 -1.2211 0.8728
6 H 2.0446 0.1884 -2.5504
7 H 3.3370 0.6584 -0.4134
8 H 2.0035 2.0575 -1.4561
9 H 1.3429 0.5545 0.7732
10 H -0.4860 0.0615 -1.4976
11 H -0.3677 0.1262 1.7981
12 H -2.7584 -1.1533 1.4366
13 H -2.0016 -1.6333 -0.1047
14 H -1.0031 -2.2626 1.0950
15 F -2.1848 0.8304 0.9694

***

Short version: run 1 is the most stable of them.

***

Run 1
Here is the ion C4H10NOS with charge +1 from the OMol25 dataset. Energies are from ωB97M-V with the def2-TZVPD basis set.

## Properties
LUMO energy = -3.976 eV
HOMO = -12.84 eV
total charge = +1
2S+1 = 1
HOMO-LUMO gap = 8.9 eV
SMILES string = [NH3+][C@H](C=O)CCS

Element x y z (Å)
1 N -1.1429 -0.9977 1.3385
2 C -0.4447 -0.5789 0.1037
3 C 0.7433 -1.5240 -0.0561
4 O 1.2759 -2.0596 0.8772
5 C -0.0221 0.8711 0.2733
6 C 0.8006 1.6070 -0.7753
7 S -0.1159 1.7398 -2.3214
8 H -1.4884 -1.9526 1.1892
9 H -1.8485 -0.3678 1.7303
10 H -0.4372 -1.0991 2.0841
11 H -1.0975 -0.7430 -0.7550
12 H 0.9638 -1.9236 -1.0585
13 H -0.9356 1.5208 0.3919
14 H 0.4991 0.9809 1.2320
15 H 1.7523 1.0830 -0.8822
16 H 0.9076 2.6269 -0.3772
17 H 0.5902 0.8169 -2.9943

***

Run 2
Here is the ion C4H10NOS with charge +1 from the OMol25 dataset. Energies are from ωB97M-V with the def2-TZVPD basis set.

## Properties
LUMO energy = -4.303 eV
HOMO = -12.94 eV
total charge = +1
2S+1 = 1
HOMO-LUMO gap = 8.6 eV
SMILES string = [NH3+][C@@H](C=O)CCS

Element x y z (Å)
1 N -0.5290 2.1294 -1.0054
2 C -0.1338 0.8594 -0.1993
3 C -1.3326 0.6239 0.6571
4 O -2.0779 1.5769 0.9551
5 C 0.3219 -0.3458 -1.3230
6 C 0.4916 -1.7725 -0.6184
7 S 1.4992 -1.5199 0.9375
8 H -0.9234 2.7525 -0.2875
9 H 0.0924 2.6331 -1.5679
10 H -1.2165 1.9082 -1.6638
11 H 0.7878 1.2251 0.2987
12 H -1.6540 -0.2960 0.9001
13 H 1.2876 0.1715 -1.7971
14 H -0.5134 -0.4581 -2.1024
15 H -0.4489 -2.1367 -0.2506
16 H 0.8678 -2.4503 -1.4513
17 H 1.9773 -2.7416 1.2203

***

Short version: run 1 is the most stable of them.

***

Run 1
Here is a cluster of 2 separate species, C5H12S in total from the OMol25 dataset. Energies are from ωB97M-V with the def2-TZVPD basis set.

## Properties
LUMO energy = 0.839 eV
HOMO = -9.11 eV
total charge = 0
2S+1 = 1
HOMO-LUMO gap = 9.9 eV
SMILES string = C=CC.CCS

Element x y z (Å)
1 C 0.1770 1.1881 -4.3592
2 C -0.7186 0.2170 -4.3738
3 C -1.2544 -0.5903 -3.2497
4 H 0.1564 1.9328 -5.1420
5 H 0.8087 1.2948 -3.4826
6 H -1.1583 0.0277 -5.3423
7 H -0.4956 -1.3397 -2.9895
8 H -1.3032 -0.0445 -2.2996
9 H -2.2185 -1.0810 -3.2984
10 C -0.5532 1.1810 3.2786
11 C -0.1857 -0.3080 3.2765
12 S 1.2557 -0.8668 2.3027
13 H -1.2146 1.2289 4.1493
14 H -1.2279 1.4550 2.4733
15 H 0.3256 1.8053 3.4042
16 H -0.1884 -0.7239 4.2738
17 H -0.9750 -0.7693 2.6899
18 H 2.0798 -0.0754 3.0078

***

Run 2
Here is a cluster of 2 separate species, C5H12S in total from the OMol25 dataset. Energies are from ωB97M-V with the def2-TZVPD basis set.

## Properties
LUMO energy = 0.946 eV
HOMO = -8.96 eV
total charge = 0
2S+1 = 1
HOMO-LUMO gap = 9.9 eV
SMILES string = CCCS.C=C

Element x y z (Å)
1 C 1.7407 0.8940 0.9957
2 C 0.8071 1.0444 2.1893
3 C 0.3001 -0.2917 2.7117
4 S -0.5923 -1.2689 1.4503
5 H 2.0996 1.8680 0.6719
6 H 2.6000 0.2785 1.2558
7 H 1.2214 0.4217 0.1651
8 H -0.0468 1.6691 1.9110
9 H 1.3331 1.5454 3.0075
10 H -0.3763 -0.1489 3.5557
11 H 1.1275 -0.9231 3.0265
12 H -1.4826 -0.3232 1.1520
13 C -0.8574 -0.7468 -3.9539
14 C -2.0540 -0.8425 -3.4135
15 H -0.4084 -1.5596 -4.4992
16 H -0.2725 0.1554 -3.8748
17 H -2.4984 -0.0287 -2.8627
18 H -2.6408 -1.7431 -3.4884

***

Short version: run 2 is the most stable of them.